Record 1
A structure of composition C9H15N3OS at a distorted geometry. Source: OMol25; level of theory: wB97M-V/def2-TZVPD.

Atoms and positions in Å:
C (-3.335819, -0.129692, -2.389307)
C (-2.734887, 1.142717, -0.942487)
C (1.226791, -2.760562, 1.172739)
C (0.807983, -1.617504, 2.134867)
C (0.182690, -1.702634, 0.806516)
C (2.926376, 1.571317, -0.228257)
C (1.388607, 1.646015, -0.619048)
C (0.458002, -0.553561, -0.063959)
C (0.569387, 0.743158, 0.181412)
N (-3.515453, 1.109448, -2.054796)
N (-2.465254, -0.782607, -1.613063)
N (-2.060364, 0.057925, -0.618725)
O (0.147699, 1.319717, 1.345241)
S (-2.661700, 2.693170, -0.130944)
H (-3.813517, -0.688508, -3.198586)
H (2.261079, -2.722896, 0.714916)
H (0.969774, -3.731413, 1.510280)
H (0.471823, -1.934836, 3.050402)
H (1.625678, -0.803001, 2.096580)
H (-0.837070, -2.156005, 0.774235)
H (3.284303, 0.512990, -0.479838)
H (3.017214, 1.712663, 0.858284)
H (3.487907, 2.354442, -0.776612)
H (1.036175, 2.719332, -0.395663)
H (1.165920, 1.611204, -1.645197)
H (0.837489, -0.861609, -1.145918)
H (-2.004272, 2.256200, 1.021817)
H (-2.300908, -1.753205, -1.414056)
H (-0.135653, 0.747734, 2.049167)

Cartesian forces (eV/Å) of the 2 atoms listed first:
-0.761 -2.182 -1.976
0.778 1.310 0.975

Properties
orbital gap	0.3227	Ha
energy above the lowest of the compared OMol25 structures with the same formula, charge and spin	86.4	kcal/mol
total energy	-26926.10875	eV
LUMO level	0.027	Eh
charge	0

=====

Record 2
An isolated molecule of C4H4N2O2 at a distorted geometry. Source: OMol25; level of theory: wB97M-V/def2-TZVPD.

Atoms and positions in Å:
O (1.730070, 1.790991, 0.715922)
C (1.251177, 0.741783, 0.456629)
O (1.809475, -0.150796, -0.555627)
N (0.936849, -0.999981, -1.341213)
C (-0.324694, -0.943269, -1.192378)
C (-0.775268, 0.121234, -0.219090)
N (-1.394492, 0.142863, 1.045565)
C (0.009864, 0.012338, 1.075965)
H (-0.888968, -1.679781, -1.803461)
H (-0.719092, 1.109898, -0.657283)
H (-1.927842, 0.946246, 1.337325)
H (0.292924, -1.091526, 1.137646)

Cartesian forces (eV/Å) of the 2 atoms listed first:
0.350 -0.245 -0.498
-1.171 -0.694 1.030

Properties
orbital gap	0.3948	Ha
energy above the lowest of the compared OMol25 structures with the same formula, charge and spin	134.0	kcal/mol
total energy	-11282.73066	eV
LUMO level	0.024	Eh
charge	0

=====

Record 3
A structure of composition C3H5O2P at a distorted geometry. Source: OMol25; level of theory: wB97M-V/def2-TZVPD.

Atoms and positions in Å:
C (-2.904583, 0.425319, 0.548674)
C (1.022752, 0.890450, -0.391423)
C (-0.031155, 0.330632, 0.425554)
O (-3.949639, 0.445098, 0.114386)
O (1.279335, -0.149118, 0.485596)
P (-1.192016, -0.887402, -0.219296)
H (0.917867, 0.725935, -1.428940)
H (1.371742, 1.807159, -0.145045)
H (-0.330051, 0.843868, 1.473416)
H (-0.727634, -1.914204, 0.699884)
H (-0.306512, -1.525826, -1.123911)

Cartesian forces (eV/Å) of the 2 atoms listed first:
-1.142 1.194 1.172
-1.567 -0.693 -0.563

Properties
orbital gap	0.3533	Ha
energy above the lowest of the compared OMol25 structures with the same formula, charge and spin	86.3	kcal/mol
total energy	-16572.03080	eV
LUMO level	0.026	Eh
charge	0

=====

Record 4
A cluster of 12 separate species, C46H91F10N17O20S10 in total at a distorted geometry. Source: OMol25; level of theory: wB97M-V/def2-TZVPD.

Atoms and positions in Å:
C (7.222300, 12.299310, -3.212950)
C (8.152710, 13.259730, -4.008040)
N (8.629640, 14.455800, -3.281540)
C (8.224180, 15.751180, -3.556250)
C (8.773100, 16.595900, -2.613950)
N (9.454090, 15.819120, -1.651670)
C (9.380430, 14.458740, -2.105480)
C (10.345530, 16.299030, -0.595000)
H (7.678900, 11.814120, -2.350280)
H (6.816050, 11.487230, -3.815940)
H (6.436400, 12.909770, -2.768200)
H (7.765030, 13.661610, -4.944150)
H (8.951270, 12.602260, -4.351730)
H (7.605520, 16.002350, -4.405120)
H (8.721660, 17.669900, -2.512550)
H (9.900020, 13.654250, -1.606250)
H (9.841870, 16.888210, 0.171350)
H (11.153520, 16.821690, -1.106950)
H (10.818730, 15.462820, -0.080290)
C (2.067800, 9.321420, -3.318530)
C (3.134840, 10.415860, -2.962980)
N (3.195710, 11.456230, -4.023330)
C (3.424520, 12.844670, -3.824750)
C (3.504160, 13.482320, -5.065410)
N (3.252920, 12.489420, -6.054030)
C (3.083300, 11.266310, -5.408500)
C (3.362870, 12.809600, -7.415250)
H (2.062030, 8.514970, -2.585250)
H (2.317970, 8.749260, -4.211920)
H (1.018390, 9.604200, -3.401480)
H (4.076500, 9.871780, -3.036140)
H (3.008910, 10.873350, -1.981680)
H (3.576130, 13.153680, -2.801070)
H (3.727650, 14.498490, -5.355010)
H (3.033680, 10.351440, -5.980290)
H (2.939150, 11.933540, -7.906260)
H (4.364420, 13.049920, -7.771950)
H (2.785530, 13.722740, -7.560030)
C (7.457830, 12.789560, -9.767370)
C (6.504350, 12.894300, -10.968080)
N (5.240210, 12.343720, -10.669780)
C (4.932660, 10.962850, -10.579800)
C (3.581230, 10.866790, -10.282020)
N (2.954070, 12.072620, -10.487390)
C (3.981580, 12.986590, -10.724510)
C (1.525830, 12.360340, -10.550230)
H (8.275060, 13.470980, -10.003800)
H (7.881470, 11.803110, -9.578830)
H (6.956040, 13.088720, -8.847160)
H (6.917720, 12.438820, -11.867950)
H (6.407740, 13.950110, -11.221150)
H (5.749640, 10.260110, -10.651140)
H (2.965920, 10.002530, -10.079930)
H (3.840420, 14.044100, -10.892310)
H (1.291490, 12.985450, -11.411870)
H (1.221900, 13.000890, -9.722320)
H (0.918560, 11.455970, -10.512300)
C (-5.796180, 9.759440, -3.932410)
C (-4.955560, 10.372630, -2.807480)
N (-4.008550, 11.300060, -3.441040)
C (-4.324430, 12.388910, -4.214060)
C (-3.196900, 13.108640, -4.609030)
N (-2.065730, 12.350580, -4.122770)
C (-2.635030, 11.284320, -3.480240)
C (-0.649100, 12.804480, -4.128160)
H (-5.221410, 9.294810, -4.733570)
H (-6.488330, 10.491190, -4.349030)
H (-6.391160, 9.027950, -3.385580)
H (-4.282400, 9.683730, -2.297210)
H (-5.540050, 10.878380, -2.038920)
H (-5.345320, 12.590100, -4.503350)
H (-3.171230, 14.080110, -5.080200)
H (-2.005080, 10.505930, -3.075660)
H (-0.392120, 13.198230, -5.111530)
H (0.023720, 11.946990, -4.117250)
H (-0.482610, 13.553250, -3.353740)
C (1.567300, 17.284810, -3.418880)
C (1.221640, 15.864730, -3.197940)
N (0.693070, 15.562090, -1.892120)
C (-0.620800, 15.505380, -1.486210)
C (-0.689800, 15.070240, -0.164200)
N (0.645460, 14.951640, 0.249080)
C (1.484720, 15.286450, -0.814360)
C (1.101720, 14.595430, 1.580400)
H (0.654370, 17.877370, -3.359460)
H (1.812220, 17.492550, -4.460490)
H (2.337600, 17.666080, -2.748530)
H (2.150890, 15.302580, -3.290600)
H (0.602970, 15.594630, -4.053740)
H (-1.401790, 15.693040, -2.208180)
H (-1.519220, 14.890180, 0.503660)
H (2.563160, 15.320340, -0.767450)
H (1.429270, 13.555990, 1.599810)
H (0.316100, 14.665180, 2.332760)
H (1.865970, 15.325280, 1.847500)
C (9.564380, 8.387620, -4.073020)
C (8.768530, 8.141850, -2.779810)
C (7.860750, 6.849270, -2.699150)
N (7.073420, 6.866000, -1.330750)
C (5.739630, 7.707890, -1.487780)
C (6.570220, 5.400860, -0.991590)
C (6.596710, 5.297810, 0.512240)
C (7.263320, 6.622520, 1.074790)
C (7.889360, 7.281830, -0.129680)
H (10.105450, 9.309160, -3.858330)
H (8.800100, 8.559230, -4.831000)
H (10.265690, 7.624210, -4.409880)
H (8.130130, 9.010410, -2.618090)
H (9.543800, 8.135100, -2.013640)
H (8.463020, 5.950850, -2.564170)
H (7.097020, 6.667880, -3.455390)
H (6.194460, 8.675620, -1.699270)
H (5.226320, 7.682830, -0.526530)
H (5.092060, 7.240270, -2.229450)
H (5.650890, 5.143880, -1.517780)
H (7.246960, 4.615480, -1.328180)
H (5.642480, 5.221800, 1.033550)
H (7.205300, 4.428070, 0.759780)
H (6.603730, 7.367500, 1.519820)
H (8.040240, 6.374670, 1.798020)
H (7.984130, 8.360630, -0.005930)
H (8.864700, 6.803040, -0.216690)
C (1.370020, 5.792480, -1.357910)
C (0.706020, 6.693120, -0.348910)
C (-0.010020, 5.909290, 0.754340)
N (-1.212080, 6.663590, 1.412810)
C (-2.352520, 7.096790, 0.393880)
C (-0.690740, 7.905690, 2.197350)
C (-1.371580, 8.004630, 3.557090)
C (-2.320550, 6.824490, 3.519190)
C (-1.777270, 5.831610, 2.555280)
H (2.246970, 5.336540, -0.898380)
H (1.799450, 6.325670, -2.206080)
H (0.846780, 4.963570, -1.834590)
H (-0.044410, 7.338710, -0.805180)
H (1.349580, 7.440080, 0.115820)
H (0.682210, 5.699090, 1.569650)
H (-0.408790, 4.975280, 0.358480)
H (-2.609580, 6.169430, -0.118000)
H (-1.948420, 7.832740, -0.301230)
H (-3.216950, 7.464770, 0.946550)
H (-0.857280, 8.795650, 1.590460)
H (0.387080, 7.769680, 2.286280)
H (-1.833110, 8.992100, 3.557710)
H (-0.717420, 7.859000, 4.416720)
H (-3.281860, 7.189970, 3.158080)
H (-2.494080, 6.450230, 4.528110)
H (-2.463900, 5.211100, 1.979430)
H (-0.999660, 5.244240, 3.043570)
N (4.225440, 13.266440, -0.599100)
S (5.456080, 14.333170, -0.202050)
O (6.835840, 13.877540, -0.275210)
O (5.157200, 15.309610, 0.820660)
F (5.244270, 15.231550, -1.475320)
S (4.491650, 12.302230, 0.460740)
O (4.401010, 12.695030, 1.880730)
O (5.238490, 11.137260, 0.118230)
F (2.993560, 11.710790, 0.373140)
N (6.465720, 17.523950, -6.083740)
S (5.090410, 17.766070, -6.413800)
O (4.165700, 16.651250, -6.396280)
O (4.817670, 18.767180, -7.429350)
F (4.729920, 18.578940, -5.056330)
S (6.920610, 16.653420, -7.498050)
O (7.162530, 17.429680, -8.723960)
O (6.415550, 15.288860, -7.692730)
F (8.387020, 16.338370, -7.003330)
N (-1.737590, 10.361040, -0.517120)
S (-2.393370, 11.313160, 0.439730)
O (-2.641920, 12.689930, 0.081810)
O (-2.372730, 10.942200, 1.878060)
F (-3.894780, 10.784660, 0.170630)
S (-0.190780, 11.067030, -0.377250)
O (0.322250, 11.268000, 0.997240)
O (0.237260, 11.955600, -1.481510)
F (0.508840, 9.675510, -0.902100)
N (1.865690, 9.697390, -7.867210)
S (2.006410, 8.283430, -7.739740)
O (1.082280, 7.367160, -8.401150)
O (2.559590, 7.857260, -6.446490)
F (3.264220, 8.084100, -8.668830)
S (0.366270, 9.814100, -7.168980)
O (0.120490, 9.479930, -5.786490)
O (-0.755830, 9.798620, -8.136930)
F (0.553790, 11.366600, -7.075010)
N (-1.515680, 15.023010, -6.873170)
S (-0.215400, 15.372850, -7.497790)
O (0.909360, 15.708700, -6.661640)
O (-0.244790, 15.870020, -8.881550)
F (0.174180, 13.861580, -7.772850)
S (-1.699190, 16.614280, -6.238980)
O (-1.694990, 17.680700, -7.237000)
O (-1.116560, 16.859160, -4.935600)
F (-3.270230, 16.416660, -5.871150)

Cartesian forces (eV/Å) of the 2 atoms listed first:
-0.276 1.335 0.371
0.194 -1.158 -0.239

Properties
orbital gap	0.2934	Ha
total energy	-250960.37068	eV
LUMO level	-0.150	Eh
charge	+2

=====

Record 5
A cluster of 6 separate species, C19H52ClO16PS5 in total at a distorted geometry. Source: OMol25; level of theory: wB97M-V/def2-TZVPD.

Atoms and positions in Å:
C (-3.953563, -8.456286, 2.196495)
C (-3.964318, -7.689782, 0.886937)
O (-4.709767, -6.468304, 0.984181)
S (-4.013585, -5.214557, 1.713825)
C (-5.156414, -3.979064, 1.177330)
O (-2.738082, -4.969998, 1.095892)
O (-4.138891, -5.376533, 3.136303)
H (-3.383400, -7.924407, 2.958860)
H (-3.500214, -9.439113, 2.059794)
H (-4.968091, -8.581354, 2.577524)
H (-2.948139, -7.489917, 0.538248)
H (-4.456552, -8.288707, 0.120369)
H (-5.099716, -3.897169, 0.103385)
H (-4.870907, -3.039887, 1.643462)
H (-6.156429, -4.266504, 1.495684)
C (4.261356, 0.995393, -4.085953)
C (4.522583, 2.479278, -3.903407)
O (3.305537, 3.229258, -3.799278)
S (2.511280, 3.198672, -2.399806)
C (1.426255, 4.548957, -2.739884)
O (3.409475, 3.577478, -1.344170)
O (1.735058, 1.991169, -2.332550)
H (3.823741, 0.559412, -3.187337)
H (5.191939, 0.467540, -4.299557)
H (3.560004, 0.825413, -4.903912)
H (5.160641, 2.664937, -3.036314)
H (5.046287, 2.865664, -4.778046)
H (2.015663, 5.455949, -2.847468)
H (0.739335, 4.642710, -1.900539)
H (0.873921, 4.333548, -3.651413)
C (-0.037891, -6.657437, 2.247279)
C (1.455999, -6.905245, 2.167501)
O (1.843586, -8.086962, 2.885102)
S (1.569838, -9.514394, 2.198147)
C (2.576942, -10.475553, 3.285955)
O (2.156972, -9.518551, 0.886931)
O (0.194713, -9.873582, 2.402946)
H (-0.591907, -7.424327, 1.704360)
H (-0.291389, -5.689541, 1.814731)
H (-0.378759, -6.683707, 3.283323)
H (1.792719, -6.961120, 1.129623)
H (1.986503, -6.074948, 2.634147)
H (3.612896, -10.166964, 3.169907)
H (2.460497, -11.520332, 3.004891)
H (2.235547, -10.322335, 4.307049)
C (3.972677, 9.812950, -6.767000)
C (2.539181, 9.533310, -6.355102)
O (2.063671, 8.286152, -6.879808)
S (2.534837, 6.929635, -6.156199)
C (1.367622, 5.851430, -6.927784)
O (2.231876, 7.023554, -4.753856)
O (3.851191, 6.589552, -6.614912)
H (4.661574, 9.111786, -6.294949)
H (4.263807, 10.822607, -6.473916)
H (4.090792, 9.707574, -7.846061)
H (2.427809, 9.557756, -5.268524)
H (1.887501, 10.305733, -6.763796)
H (0.365195, 6.141465, -6.621953)
H (1.586260, 4.838103, -6.594750)
H (1.483168, 5.923903, -8.006607)
C (0.204464, 1.287465, 6.671399)
C (-0.612628, 2.439507, 6.116473)
O (0.218157, 3.470755, 5.566661)
S (0.864184, 3.229500, 4.113399)
C (1.379768, 4.893278, 3.821318)
O (-0.186735, 2.894130, 3.190544)
O (2.027724, 2.402259, 4.252629)
H (0.711031, 0.743993, 5.873171)
H (-0.438560, 0.585162, 7.203797)
H (0.972797, 1.653780, 7.353203)
H (-1.332382, 2.091205, 5.371627)
H (-1.181451, 2.902126, 6.923246)
H (0.499857, 5.529840, 3.767966)
H (1.916055, 4.909627, 2.874195)
H (2.037912, 5.203009, 4.629621)
C (-1.104475, -0.217601, 1.226450)
C (-0.999362, 0.803052, 0.035592)
C (-1.694811, 2.161060, 0.353709)
O (-3.067502, 2.230091, -0.019469)
C (-3.926427, 1.660099, 0.963005)
P (-4.692956, 0.084780, 0.162494)
Cl (-5.390607, -1.715431, -0.852977)
H (-0.259280, -0.931982, 1.197194)
H (-1.059561, 0.318439, 2.194143)
H (-2.051109, -0.793601, 1.157801)
H (-1.350568, 0.340829, -0.907021)
H (0.076401, 1.019580, -0.133897)
H (-1.171708, 2.923445, -0.265125)
H (-1.513006, 2.477345, 1.411998)
H (-4.754565, 2.388443, 1.136507)
H (-3.431289, 1.436214, 1.927976)
H (-5.798742, 0.813168, -0.352000)
H (-3.538988, 0.017128, -0.667620)
H (-4.790072, -0.564998, 1.426660)

Cartesian forces (eV/Å) of the 2 atoms listed first:
0.061 0.161 0.213
0.381 -0.753 0.137

Properties
orbital gap	0.3430	Ha
total energy	-129289.84030	eV
LUMO level	0.017	Eh
charge	0